Record 1
This record from the Open Molecules 2025 dataset describes a structure of composition C10H16BrCl3OTc in a non-equilibrium geometry. The level of theory is ωB97M-V/def2-TZVPD.

Structure (ORCA input):
```
! RIJCOSX wB97M-V def2-TZVPD def2/J DEFGRID3
* xyz -2 4
C -0.14 -0.32 -1.00
C 1.18 -0.15 -0.34
C 1.02 0.98 0.55
C 2.47 -0.50 -0.99
C -0.33 1.39 0.55
C -1.05 0.57 -0.39
C -2.48 0.74 -0.72
C -0.37 -1.00 -2.28
C 2.12 1.70 1.23
C -0.90 2.50 1.31
Tc 0.73 -1.68 1.21
Cl 2.37 -1.62 2.46
Cl 1.12 -3.23 -0.52
Cl -1.03 -0.83 2.40
H 2.36 -1.40 -1.61
H 3.20 -0.76 -0.21
H 2.85 0.32 -1.61
H 2.94 1.00 1.46
H 1.76 2.15 2.16
H 2.51 2.51 0.60
H -0.43 2.57 2.30
H -1.98 2.39 1.46
H -0.74 3.46 0.80
H -3.06 1.07 0.14
H -2.93 -0.18 -1.11
H -2.58 1.52 -1.49
H 0.35 -1.81 -2.43
H -0.21 -0.25 -3.07
H -1.38 -1.40 -2.37
O -3.77 -2.94 -0.57
H -3.06 -3.08 0.11
Br -0.54 -3.72 1.98
*
```

Summary:
Max |F|   6.66 eV Å⁻¹
Frontier orbital gap (alpha / beta)   4.426 / 4.534 eV
Lowest unoccupied orbital energy (alpha / beta)   4.89 / 5.00 eV
E_tot   -4501.28549 hartree
HOMO (alpha / beta)   0.46 / 0.47 eV

natural (NBO) atomic charge list, values in e, 4 entries: C -0.038; C -0.217; C -0.044; C -0.639


Record 2
This record from the Open Molecules 2025 dataset describes a structure of composition C10H16CeClV in a non-equilibrium geometry. The level of theory is ωB97M-V/def2-TZVPD.

Structure (ORCA input):
```
! RIJCOSX wB97M-V def2-TZVPD def2/J DEFGRID3
* xyz 0 3
V 0.28 -0.42 -3.80
Cl 0.61 0.91 -2.03
C -1.36 -0.46 -5.12
C 2.08 -1.22 -4.49
H -1.19 -1.20 -5.92
H -2.21 -0.79 -4.48
H -1.58 0.52 -5.58
H 1.90 -1.90 -5.35
H 2.41 -1.80 -3.60
H 2.81 -0.44 -4.76
Ce -0.14 -0.35 0.32
C -2.15 0.71 -0.10
C -0.88 -2.32 0.82
H -2.63 0.18 -0.93
H -2.76 0.63 0.81
H -2.05 1.77 -0.39
H -0.22 -3.11 1.22
H -1.97 -2.51 0.75
C 1.19 1.53 4.87
C 1.32 0.15 4.67
C 0.89 -0.41 3.46
C 0.36 0.46 2.52
C 0.19 1.82 2.68
C 0.62 2.38 3.90
H 1.52 1.96 5.81
H 1.75 -0.48 5.46
H 0.95 -1.49 3.27
H -0.28 2.44 1.91
H 0.51 3.45 4.09
*
```

Summary:
Max |F|   2.92 eV Å⁻¹
Frontier orbital gap (alpha / beta)   4.826 / 5.342 eV
Lowest unoccupied orbital energy (alpha / beta)   -1.82 / -1.29 eV
E_tot   -2269.64511 hartree
Relative energy (zero: lowest compared OMol25 entry of this formula, charge and spin)   0.000 eV
HOMO (alpha / beta)   -6.65 / -6.63 eV

Löwdin atomic charge list, values in e, 4 entries: V 0.703; Cl 0.183; C -0.231; C -0.229


Record 3
This record from the Open Molecules 2025 dataset describes a structure of composition C10H16ClRu2Te in a non-equilibrium geometry. The level of theory is ωB97M-V/def2-TZVPD.

Structure (ORCA input):
```
! RIJCOSX wB97M-V def2-TZVPD def2/J DEFGRID3
* xyz 0 10
Ru 0.93 -0.38 -2.37
Cl 0.97 -2.64 -1.77
C 2.12 1.15 -2.87
C -0.43 -0.74 -3.77
H 1.83 1.46 -3.89
H 2.06 1.98 -2.16
H 3.14 0.72 -2.90
H -0.32 -0.01 -4.58
H -1.45 -0.67 -3.36
H -0.27 -1.76 -4.17
Ru 0.51 -0.32 -0.01
C -1.26 -0.81 0.75
C -0.35 0.86 -1.38
H -2.07 -0.21 0.30
H -1.39 -1.87 0.46
H -1.27 -0.71 1.85
H -1.43 0.65 -1.53
H -0.05 1.92 -1.37
Te 1.64 1.41 1.43
C 0.93 0.74 3.30
C -0.19 1.41 3.82
C -0.75 0.93 5.01
C -0.18 -0.17 5.67
C 0.94 -0.81 5.13
C 1.53 -0.35 3.95
H -0.60 2.26 3.26
H -1.64 1.41 5.42
H -0.62 -0.52 6.61
H 1.36 -1.68 5.65
H 2.40 -0.82 3.49
*
```

Summary:
Max |F|   3.09 eV Å⁻¹
Frontier orbital gap (alpha / beta)   5.418 / 5.391 eV
Lowest unoccupied orbital energy (alpha / beta)   0.05 / -3.69 eV
E_tot   -1308.20830 hartree
HOMO (alpha / beta)   -5.36 / -9.09 eV

natural (NBO) atomic charge list, values in e, 4 entries: Ru 0.901; Cl -0.500; C -1.028; C -0.913


Record 4
This record from the Open Molecules 2025 dataset describes a structure of composition C10H16FI2N3O2SiTl. The level of theory is ωB97M-V/def2-TZVPD.

Structure (ORCA input):
```
! RIJCOSX wB97M-V def2-TZVPD def2/J DEFGRID3
* xyz 1 1
Tl 0.93 -2.45 -1.28
C 0.44 1.03 3.17
Si 0.59 -0.41 2.00
C -0.96 -1.45 2.03
C 2.09 -1.41 2.42
N 0.69 -0.03 0.26
C 0.31 0.97 -0.42
C -0.02 2.31 0.07
C -0.38 3.28 -0.78
C -0.46 3.08 -2.22
C -0.21 1.90 -2.78
C 0.16 0.73 -1.94
F 1.35 0.19 -2.42
H 0.54 0.66 4.19
H -0.52 1.54 3.10
H 1.23 1.76 3.02
H -1.22 -1.75 3.05
H -0.85 -2.37 1.45
H -1.81 -0.88 1.62
H 2.03 -1.73 3.46
H 3.01 -0.82 2.31
H 2.20 -2.30 1.80
H 0.05 2.49 1.13
H -0.61 4.27 -0.39
H -0.71 3.93 -2.84
H -0.23 1.73 -3.85
N -2.05 -2.69 -2.04
N -2.69 -1.45 -1.77
C -1.97 -0.31 -1.57
O -2.37 0.67 -1.01
O -0.73 -0.40 -2.15
H -2.22 -2.92 -3.02
H -2.50 -3.40 -1.48
H -3.56 -1.47 -1.26
I 4.04 -0.58 -0.79
I 6.41 -1.73 -1.06
*
```

Summary:
Max |F|   0.45 eV Å⁻¹
Frontier orbital gap   7.749 eV
Lowest unoccupied orbital energy   -4.07 eV
E_tot   -1862.47446 hartree
HOMO   -11.82 eV

natural (NBO) atomic charge list, values in e, 4 entries: Tl 0.864; C -1.149; Si 1.779; C -1.122


Record 5
This record from the Open Molecules 2025 dataset describes a cluster of 2 separate species, C10H16IN2 in total in a non-equilibrium geometry. The level of theory is ωB97M-V/def2-TZVPD.

Structure (ORCA input):
```
! RIJCOSX wB97M-V def2-TZVPD def2/J DEFGRID3
* xyz 1 1
C 2.99 0.45 -2.01
C 3.44 -0.53 -1.21
C 2.08 1.45 -1.48
C 2.84 -0.75 0.10
C 1.57 1.43 -0.23
C 1.80 0.24 0.61
C -2.64 -1.79 1.03
C -1.96 -1.07 -0.15
C 1.29 -0.04 1.82
C -2.23 0.40 0.01
N -3.40 0.83 0.53
N -1.60 1.28 -0.76
I -0.31 1.09 2.61
H 3.40 0.56 -2.94
H 4.11 -1.18 -1.55
H 1.92 2.33 -2.02
H 3.75 -1.04 0.75
H 1.04 2.21 0.20
H -2.48 -1.56 2.10
H -3.62 -1.62 0.73
H -2.37 -2.92 0.86
H -0.96 -1.38 -0.05
H -2.25 -1.44 -1.14
H 1.67 -0.79 2.42
H -3.54 1.85 0.63
H -4.26 0.36 0.57
H -0.59 1.26 -0.69
H -2.10 2.13 -0.96
H 2.40 -1.74 0.25
*
```

Summary:
Max |F|   5.21 eV Å⁻¹
Frontier orbital gap   7.226 eV
Lowest unoccupied orbital energy   -3.74 eV
E_tot   -797.51804 hartree
Relative energy (zero: lowest compared OMol25 entry of this formula, charge and spin)   0.000 eV
HOMO   -10.97 eV

natural (NBO) atomic charge list, values in e, 4 entries: C -0.262; C -0.070; C -0.130; C -0.508


Record 6
This record from the Open Molecules 2025 dataset describes a cluster of 2 separate species, C10H16IN2O in total in a non-equilibrium geometry. The level of theory is ωB97M-V/def2-TZVPD.

Structure (ORCA input):
```
! RIJCOSX wB97M-V def2-TZVPD def2/J DEFGRID3
* xyz 1 1
C 3.56 1.33 -0.60
C -1.14 -2.37 0.45
C -0.35 -0.02 -1.59
C -2.49 -1.64 0.16
C -1.88 0.39 -1.41
C -1.77 0.63 0.96
C -0.05 -1.39 0.59
C -0.27 0.09 1.04
C 0.15 -0.35 -0.26
C -2.44 -0.14 -0.15
N 2.60 0.76 0.00
N 4.58 2.11 -0.11
O 2.59 0.57 1.40
I -4.52 0.55 0.02
H -1.33 -3.06 1.31
H -0.74 -3.02 -0.38
H -0.29 -0.94 -2.17
H 3.31 1.47 -1.63
H -3.09 -2.28 -0.56
H -3.06 -1.80 1.02
H -1.99 1.46 -1.21
H -2.29 0.17 -2.37
H -2.38 0.48 1.75
H -1.66 1.68 0.90
H 0.70 -1.73 1.37
H 0.52 0.40 1.74
H 0.21 0.93 -1.97
H 5.13 2.62 -0.77
H 4.94 2.18 0.82
H 3.46 0.91 1.68
*
```

Summary:
Max |F|   5.13 eV Å⁻¹
Frontier orbital gap   7.440 eV
Lowest unoccupied orbital energy   -4.99 eV
E_tot   -872.64277 hartree
Relative energy (zero: lowest compared OMol25 entry of this formula, charge and spin)   2.428 eV
HOMO   -12.43 eV

natural (NBO) atomic charge list, values in e, 4 entries: C 0.226; C -0.424; C -0.530; C -0.482